Record 1
Molecular formula: C6H10N2O
Method: DFT, wB97M-V/def2-TZVPD

Atoms and positions in Å:
C -1.142038 -1.731557 -0.333064
C 1.203015 0.960487 1.741271
C -2.530860 -1.894567 -1.055656
C -0.189592 1.643856 -0.252907
C 1.942526 0.379550 -0.632845
C 1.106878 0.920905 0.227822
N -1.322744 -1.383375 -1.511880
N 1.025143 -0.262522 2.226769
O 1.398704 1.996657 2.313084
H -3.041925 -2.824356 -1.642215
H -3.219506 -1.099396 -0.813619
H -0.064454 2.247175 -1.172557
H -0.940924 0.736088 -0.393111
H -0.587635 2.177968 0.629291
H -0.785361 -0.884219 -2.300000
H 2.067313 0.617993 -1.658669
H 2.738405 -0.147355 -0.203933
H 1.079394 -1.081314 1.614839
H 1.263663 -0.372018 3.217379

Cartesian forces, eV/Å:
0.321 -1.378 1.918
0.461 -0.842 -2.819
-2.582 -1.472 -1.419
-0.499 -2.218 0.886
0.506 0.366 1.141
-2.371 2.010 -1.235
2.538 1.860 -4.123
0.503 -1.418 2.065
-0.048 0.605 0.976
1.661 1.979 1.859
-0.626 -0.225 0.124
-0.208 -0.333 0.630
1.353 2.174 -0.037
0.105 0.325 -0.876
-1.252 -1.009 1.639
-0.652 -0.012 -0.910
1.388 -0.873 0.361
-0.272 0.681 0.385
-0.326 -0.221 -0.564

Computed properties:
E_HOMO = -0.3505 Ha
spin multiplicity = 1
Kohn-Sham gap = 10.3 eV
energy above the lowest of the compared OMol25 structures with the same formula, charge and spin = 483.1 kJ/mol

Atomic partial charges in e from the natural (NBO) method, atoms 1 to 6: 0.145, 0.640, -0.342, -0.658, -0.431, -0.034



Record 2
Molecular formula: C6H10N2O
Method: DFT, wB97M-V/def2-TZVPD

Atoms and positions in Å:
C -1.952534 1.041811 -0.376659
C -1.003727 -0.153798 0.022176
C -0.179490 -0.480471 1.273170
C 1.239007 -0.729990 0.573506
C 0.166250 -0.276599 -0.999387
C 1.404270 0.585193 -0.294660
H -3.095691 1.136679 0.147360
H -1.230634 1.857459 -0.309543
H -2.120008 0.726975 -1.395164
H -0.625827 -2.009428 -0.061521
H -0.382007 0.062291 2.152721
H 2.134510 -0.880540 1.235037
H 0.656442 -2.395117 -1.027690
H -0.006577 0.071163 -2.079551
H 2.309442 0.604463 -0.772429
H 1.803264 1.741808 1.571614
N -1.163415 -1.394801 0.733682
N 1.043252 -1.374719 -0.751110
O 1.003465 1.867621 0.358457

Cartesian forces, eV/Å:
-1.453 -2.261 1.753
1.065 1.221 0.661
0.478 -0.725 -3.541
1.299 1.801 1.435
1.127 4.049 -2.923
-5.272 -0.062 2.803
3.709 -0.138 -1.098
-0.905 0.585 -0.011
-0.480 0.716 -0.609
-1.780 0.665 3.407
0.129 0.048 1.111
-0.875 -0.836 -0.624
1.277 2.736 1.550
-0.145 -1.057 1.343
2.018 0.398 -1.523
-3.213 0.791 -4.731
-0.214 -2.046 -2.385
-1.054 -3.149 -0.381
4.290 -2.739 3.764

Computed properties:
E_HOMO = -0.3343 Ha
spin multiplicity = 1
Kohn-Sham gap = 8.7 eV
energy above the lowest of the compared OMol25 structures with the same formula, charge and spin = 785.8 kJ/mol

Atomic partial charges in e from the natural (NBO) method, atoms 1 to 6: -0.623, 0.059, -0.128, -0.089, -0.095, 0.108



Record 3
Molecular formula: C6H10N2O2
Method: DFT, wB97M-V/def2-TZVPD

Atoms and positions in Å:
C 2.222514 0.079279 -1.020597
C 0.758569 -0.747697 -0.907451
C -0.018998 -0.176229 0.276016
C 0.553417 -0.344128 1.588900
C -2.387572 0.062430 -0.207815
C -0.617509 1.289940 0.061953
H 2.714747 -0.516958 -0.119531
H 2.400425 -0.177532 -2.020217
H 2.296992 1.024163 -0.535655
H 0.028202 -0.654323 -2.054759
H 0.867994 -1.752937 -0.449683
H 0.680400 -1.364921 1.856142
H 1.425359 0.284271 1.791963
H -0.120387 -0.003823 2.384926
H -1.821066 -1.956525 0.180247
H -2.214288 2.447409 -0.476547
N -1.439070 -0.760075 0.189397
N -1.895621 1.219142 -0.305154
O -3.647013 -0.252285 -0.402681
O 0.212906 2.300792 0.170549

Cartesian forces, eV/Å:
-2.286 -4.565 4.134
-0.657 2.672 -1.316
-5.170 1.406 -2.743
0.308 0.997 2.718
-9.098 -6.455 -0.349
7.728 2.449 0.561
0.204 0.596 -2.608
1.749 0.381 -1.076
-0.752 1.318 -0.946
2.401 -0.566 3.860
0.432 -0.043 -1.638
0.722 -1.043 -0.075
0.244 -0.426 -0.482
-0.329 0.133 -0.377
1.894 5.108 0.041
0.150 -5.467 0.496
0.076 -7.026 0.964
2.367 13.200 -1.124
4.809 1.156 0.538
-4.791 -3.824 -0.580

Computed properties:
E_HOMO = -0.3567 Ha
spin multiplicity = 1
Kohn-Sham gap = 10.0 eV
energy above the lowest of the compared OMol25 structures with the same formula, charge and spin = 486.2 kJ/mol

Atomic partial charges in e from the natural (NBO) method, atoms 1 to 6: -0.635, -0.373, 0.042, -0.649, 0.723, 0.679



Record 4
Molecular formula: C6H10N2O2
Method: DFT, wB97M-V/def2-TZVPD

Atoms and positions in Å:
C -0.713797 1.315255 -0.564112
C -1.698982 -4.516707 -0.264943
C 0.902634 0.693155 1.325973
C -0.054935 -0.910188 -0.363552
C 1.596431 0.833410 -1.095250
C 0.441653 0.530640 -0.121583
N -2.011777 3.076506 0.841782
N -1.079632 2.764486 0.132446
O -0.701076 -4.935026 0.106108
O -2.681796 -4.086567 -0.659266
H 1.294885 1.692870 1.493986
H 1.687425 -0.028990 1.545827
H 0.075326 0.529761 2.013250
H -0.434557 -1.013577 -1.375083
H -0.856384 -1.153625 0.329979
H 0.762464 -1.610716 -0.219373
H 2.354672 0.057515 -1.021765
H 1.228323 0.870123 -2.117887
H 2.045625 1.794432 -0.855193
H -2.156502 4.097243 0.868656

Cartesian forces, eV/Å:
-2.272 4.602 1.378
0.106 0.073 -0.150
-0.056 0.043 -0.106
-0.104 0.090 -0.063
-0.214 0.167 -0.111
0.506 0.087 0.678
-0.702 -0.762 0.269
2.039 -4.086 -2.121
1.510 -0.689 0.675
-1.606 0.636 -0.526
0.039 0.112 0.035
0.070 -0.040 0.090
-0.046 -0.030 0.087
-0.043 -0.048 -0.125
-0.086 -0.094 0.061
0.170 -0.050 0.110
0.065 -0.105 0.094
0.037 -0.024 -0.106
0.041 0.065 -0.020
0.546 0.054 -0.148

Computed properties:
E_HOMO = -0.3051 Ha
spin multiplicity = 1
Kohn-Sham gap = 8.1 eV
energy above the lowest of the compared OMol25 structures with the same formula, charge and spin = 502.1 kJ/mol

Atomic partial charges in e from the natural (NBO) method, atoms 1 to 6: 0.290, 1.020, -0.608, -0.585, -0.577, -0.288



Record 5
Molecular formula: C6H10N2O2
Method: DFT, wB97M-V/def2-TZVPD

Atoms and positions in Å:
H -1.192705 0.979035 -1.808809
N -1.885867 1.560246 -1.343192
C -1.608945 1.704569 -0.094408
O -2.573798 2.348121 0.560070
C -0.865433 0.723989 0.778195
C 0.250676 0.015843 0.079022
C 0.068859 -1.240554 -0.753909
C 0.973818 -1.257160 0.440436
O 0.769933 -2.061841 1.536015
C 2.282574 -0.540964 0.130469
N 1.515615 0.686627 -0.220817
H -3.354414 2.226673 -0.159580
H -1.584685 -0.012962 1.168454
H -0.481068 1.283858 1.642976
H 0.472985 -1.300963 -1.768535
H -0.885534 -1.746751 -0.596761
H 0.687666 -2.978504 1.255938
H 2.901489 -0.387296 1.025749
H 2.898303 -0.966988 -0.675953
H 1.610529 0.965022 -1.195360

Cartesian forces, eV/Å:
-0.078 -0.114 0.003
1.705 0.282 0.235
-2.273 -2.517 -1.849
-2.914 0.262 -0.910
1.172 0.765 0.376
-0.059 -0.033 0.121
-0.123 -0.051 -0.187
0.111 0.213 -0.253
-0.080 -0.139 0.260
0.266 -0.201 0.036
0.000 0.119 -0.107
2.345 1.140 2.363
0.020 0.398 -0.252
0.057 -0.300 -0.077
-0.094 0.011 0.245
0.235 0.129 -0.050
0.032 0.015 -0.035
-0.177 -0.011 -0.243
-0.128 0.075 0.179
-0.019 -0.044 0.144

Computed properties:
E_HOMO = -0.3341 Ha
spin multiplicity = 1
Kohn-Sham gap = 9.7 eV
energy above the lowest of the compared OMol25 structures with the same formula, charge and spin = 312.8 kJ/mol
SMILES = [H]/N=C(/O)C[C@]12C[C@@]1(O)CN2

Atomic partial charges in e from the natural (NBO) method, atoms 1 to 6: 0.341, -0.729, 0.574, -0.684, -0.491, 0.096



Record 6
Molecular formula: C6H10N2O2S
Method: DFT, wB97M-V/def2-TZVPD

Atoms and positions in Å:
C 2.352718 -1.694015 -0.737687
C 1.169094 -0.739827 -0.973868
C 0.809017 0.208949 0.191273
N 1.673556 1.418453 0.259869
C 0.892223 2.385790 0.212690
C -0.530389 2.046774 0.163373
C -0.552556 0.757118 0.132780
S -2.325447 -0.374555 -0.046449
N -2.691884 -0.298199 1.564881
O -3.362230 0.359544 -0.680103
O -1.948019 -1.706300 -0.391796
H 2.708609 -2.015793 -1.622098
H 1.923057 -2.551834 -0.299105
H 3.156190 -1.177601 -0.220612
H 0.240015 -1.334517 -1.120273
H 1.546140 -0.085905 -1.853552
H 0.946121 -0.316916 1.172434
H 1.250449 3.417407 0.212331
H -1.351326 2.879824 0.294219
H -2.165465 -0.966207 2.103406
H -3.739866 -0.212196 1.638287

Cartesian forces, eV/Å:
-1.731 2.060 2.134
0.714 0.951 -0.930
1.373 -0.819 0.506
1.033 -2.468 -0.206
-0.809 2.490 0.145
-1.894 4.448 0.638
-3.741 -3.583 -0.955
3.379 1.945 2.264
-1.569 0.587 -0.858
-0.238 0.211 -0.727
0.030 -0.228 -0.521
1.294 -0.939 -3.231
0.205 -1.068 1.340
0.012 -0.338 0.447
0.793 0.513 -0.710
-1.537 -0.863 1.125
-0.064 0.190 -0.639
0.004 -0.172 0.068
1.525 -2.161 -0.654
-0.456 -0.293 0.313
1.678 -0.465 0.450

Computed properties:
E_HOMO = -0.3726 Ha
spin multiplicity = 1
Kohn-Sham gap = 10.6 eV
energy above the lowest of the compared OMol25 structures with the same formula, charge and spin = 404.0 kJ/mol
SMILES = CC[C@H]1N=CC=C1S(N)(=O)=O

Atomic partial charges in e from the natural (NBO) method, atoms 1 to 6: -0.603, -0.390, -0.181, -0.369, 0.064, -0.316



Question: Which of these has the highest Kohn-Sham gap?
Answer: C6H10N2O2S



Question: The highest energy above the lowest of the compared OMol25 structures with the same formula, charge and spin belongs to which entry?
Answer: number 2



Question: Look up the Kohn-Sham gap of the fifth one.
Answer: 9.7 eV